(1)
C24H23AsCuN6OS4 as an isolated structure. Source: the Open Molecules 2025 dataset; level of theory: ωB97M-V with the def2-TZVPD basis set.

Geometry (Å):
As  -0.06208  -3.31493  -3.75983
Cu  -0.92947  -1.07117  -0.83919
S  0.71169  -1.88767  -2.15719
S  0.14341  -2.25553  -5.61816
S  1.14177  -5.06403  -3.52508
S  -2.14265  -3.66073  -3.23637
O  1.29742  -0.83564  0.90576
N  -1.15025  -2.63732  0.48606
N  -1.69796  0.32081  -2.26504
N  1.46403  1.44515  0.71931
N  -1.53433  -1.27688  2.44810
N  -1.69826  0.14161  0.50315
N  -1.76245  2.20680  -0.75026
C  -1.43892  -2.50253  1.79150
C  -1.66900  3.75741  3.40260
C  -1.73017  2.14822  1.66437
C  -1.74448  1.64584  -2.02901
C  3.13635  0.23118  1.99474
C  -1.46409  -4.88733  2.07195
C  4.24539  0.24060  0.92386
C  -1.77771  2.56908  -3.07434
C  1.60787  1.54229  -0.73972
C  -1.57746  1.39663  3.95116
C  -1.58722  2.73173  4.34519
C  -1.76526  2.11840  -4.38082
C  -0.97881  -3.86382  -0.01979
C  -1.73399  1.49880  0.32460
C  3.01400  1.11453  -1.20161
C  4.13558  1.32067  -0.16685
C  -1.65121  1.13165  2.59809
C  -1.13357  -5.01377  0.73276
C  -1.73895  0.75603  -4.61992
C  -1.74114  3.47628  2.04136
C  -1.70319  -0.10292  -3.53474
C  -1.60697  -3.62412  2.60809
C  -1.61674  -0.14638  1.83567
C  1.84337  0.19635  1.21885
H  -0.73213  -3.91700  -1.07078
H  -1.83100  -3.45875  3.65199
H  4.05710  2.31404  0.29579
H  -0.98698  -5.97131  0.25472
H  -1.50675  0.58684  4.66517
H  1.99575  2.17803  1.17000
H  -1.68585  -1.17799  -3.67781
H  -1.79554  4.25806  1.29501
H  3.22220  -0.65936  2.61593
H  -1.67306  4.78800  3.73884
H  0.87557  0.89266  -1.21444
H  5.08745  1.32345  -0.70406
H  3.26427  1.66111  -2.11336
H  3.19116  1.12198  2.62815
H  -1.80365  3.61880  -2.82053
H  -1.59231  -5.76240  2.69900
H  2.97182  0.05960  -1.48443
H  5.21382  0.33049  1.42444
H  -1.52625  2.98157  5.39796
H  -1.68381  0.32730  -5.61017
H  1.36995  2.56879  -1.02089
H  -1.76504  2.82680  -5.20157
H  4.22872  -0.73598  0.43180

Charge = -2
2S+1 = 2
Kohn-Sham gap (spin up / spin down) = 4.6 / 4.6 eV
Molecular weight = 678.2 g/mol
HOMO level (spin up / spin down) = -0.65 / -0.64 eV
Strongest force on any atom = 0.6 eV/Å

(2)
One molecule with the formula C4H5NO at a distorted geometry. Source: the Open Molecules 2025 dataset; level of theory: ωB97M-V with the def2-TZVPD basis set.

Geometry (Å):
O  -1.01479  -1.20599  -1.60563
N  0.25849  -2.09266  1.60522
C  0.95799  0.89991  -0.02145
C  -0.32266  0.10809  0.30576
C  -1.07082  -0.17292  -0.99669
C  -0.00510  -1.13240  1.01857
H  1.60372  0.31136  -0.67911
H  1.50804  1.12704  0.89486
H  -1.64550  0.69181  -1.38544
H  -0.96710  0.72023  0.95057
H  0.70899  1.84180  -0.52091

Charge = 0
2S+1 = 1
Relative energy (zero: lowest compared OMol25 entry of this formula, charge and spin) = 74.2 kJ/mol
SMILES = C[C@H](C#N)C=O
Kohn-Sham gap = 11.1 eV
Molecular weight = 83.1 g/mol
HOMO level = -10.62 eV
Strongest force on any atom = 1.1 eV/Å